{
  "formula": "C14H32N6O6RhS",
  "method": "ωB97M-V with the def2-TZVPD basis set",
  "species": ["O", "H", "Rh", "N", "N", "N", "N", "O", "O", "O", "O", "C", "C", "C", "C", "C", "H", "H", "H", "C", "H", "H", "H", "C", "C", "H", "H", "H", "H", "H", "H", "H", "H", "C", "H", "H", "H", "O", "H", "H", "C", "C", "N", "C", "S", "N", "C", "C", "H", "H", "H", "H", "H", "H", "H", "H", "H", "H", "H", "H"],
  "coordinates": [[0.308830, -1.429089, -3.445606], [-0.200188, -1.949555, -4.139291], [-0.162052, 0.026264, -0.143616], [1.303416, -0.973536, -0.995168], [-0.828891, -1.802554, 0.217175], [0.638776, 1.837194, -0.265600], [-1.388207, 1.010070, 1.024896], [2.394443, -0.441436, -1.299329], [1.735325, 2.143196, -0.959214], [-2.289687, 0.415092, 1.816856], [-1.759767, -2.077359, 1.047696], [-0.126083, -2.765882, -0.440656], [1.053869, -2.313844, -1.092634], [0.004982, 2.768854, 0.463611], [-1.151278, 2.315098, 1.183965], [2.083949, -3.164555, -1.736506], [2.226096, -2.835578, -2.764321], [1.712698, -4.184641, -1.750163], [3.031718, -3.131612, -1.184676], [-0.623505, -4.170388, -0.413164], [-1.613343, -4.209847, -0.882003], [-0.726860, -4.543112, 0.612127], [0.054947, -4.822707, -0.968043], [0.583366, 4.135268, 0.582326], [-1.908870, 3.140667, 2.160023], [1.264885, 4.352654, -0.254937], [1.149393, 4.286110, 1.519592], [-0.225504, 4.877331, 0.579830], [-2.445390, 2.489541, 2.862253], [-2.628818, 3.831407, 1.681874], [-1.188091, 3.765449, 2.703728], [2.079050, 1.206388, -1.230556], [-2.213675, -0.574610, 1.596031], [-1.353709, 0.158703, -1.705770], [-0.949396, -0.235109, -2.651933], [-1.656793, 1.224848, -1.712146], [-2.296078, -0.341461, -1.421508], [1.976639, 0.670109, -3.841579], [1.578772, -0.252681, -3.895014], [1.178306, 1.212856, -3.676245], [1.008336, 2.059750, 6.556861], [-0.165895, 1.595803, 5.720887], [0.283677, 1.282555, 4.320886], [0.351312, 0.070964, 3.767900], [1.328113, -0.235109, 2.361172], [-0.369220, -0.958055, 4.338460], [0.076432, -1.548699, 5.641859], [-1.105558, -2.057658, 6.445222], [1.745445, 1.256960, 6.672335], [0.661729, 2.345187, 7.552460], [1.484345, 2.935226, 6.100062], [-0.656752, 0.696701, 6.108962], [-0.937060, 2.375595, 5.654732], [0.827007, 2.008060, 3.837882], [-0.478775, -1.724040, 3.655141], [0.758694, -2.373244, 5.395617], [0.643333, -0.801241, 6.214345], [-1.546721, -2.939541, 5.963960], [-0.743881, -2.358346, 7.436782], [-1.865434, -1.275412, 6.575376]],
  "forces_ev_per_angstrom": [[-0.634, -1.298, -1.560], [0.669, 0.606, 0.826], [1.543, -0.336, 2.377], [-0.820, 0.061, 0.277], [-0.035, 0.056, 0.134], [0.452, -2.233, -1.473], [-0.942, -2.502, -0.459], [-0.303, -0.725, -0.166], [-0.203, -0.730, 0.303], [0.140, 0.179, -0.187], [0.737, -0.072, -1.020], [-0.062, 0.098, -0.035], [0.425, 0.216, 0.364], [-2.402, 1.348, 2.458], [2.609, 2.856, -0.879], [-0.245, -0.467, 0.138], [0.268, 0.034, 0.077], [0.299, -0.120, -0.102], [-0.194, 0.091, -0.199], [0.232, -0.164, -0.097], [0.110, -0.011, 0.129], [0.023, 0.139, -0.173], [-0.259, 0.039, 0.191], [-0.127, 0.693, -0.083], [-0.088, 0.469, 0.169], [-0.319, -0.111, 0.364], [-0.168, -0.239, -0.305], [0.246, -0.097, -0.021], [0.155, 0.307, -0.211], [0.256, -0.405, 0.127], [-0.288, -0.087, 0.034], [0.022, 0.897, 0.028], [-0.039, 0.381, 0.038], [-1.541, 0.809, -0.459], [-0.407, 0.616, 0.829], [0.392, -0.365, -0.546], [0.373, -0.222, -0.259], [-1.522, -0.995, -0.020], [1.022, 1.532, 0.111], [0.663, -0.180, -0.225], [0.027, -0.119, 0.153], [-0.417, -0.092, -1.059], [0.413, 0.108, 0.472], [0.069, -0.250, -0.690], [-0.713, 0.412, 0.270], [0.308, -0.604, -0.190], [-0.047, 0.179, -0.208], [0.143, -0.079, 0.227], [-0.029, 0.224, -0.068], [0.037, 0.010, -0.077], [-0.004, -0.199, 0.117], [0.148, 0.425, -0.067], [0.211, -0.145, -0.019], [-0.206, -0.618, 0.409], [0.249, 0.738, 0.460], [-0.007, 0.219, 0.220], [-0.116, -0.279, -0.303], [-0.061, 0.293, 0.124], [-0.184, -0.023, -0.183], [0.141, -0.268, -0.081]],
  "total_charge": 1,
  "total_energy_ev": -50090.354,
  "multiplicity": 5,
  "e_above_lowest_kcal_mol": 16.99,
  "homo_lumo_gap_ev": [6.1, 5.3]
}